Record 1
Here is a 2-piece molecular cluster, C5H9BrO2 overall in a non-equilibrium geometry from OMol25. Energies are from ωB97M-V/def2-TZVPD.

Geometry as XYZ:
```
17
Properties=species:S:1:pos:R:3
C 0.393 1.227 0.344
C -0.127 0.115 -0.448
C 1.257 1.100 1.557
C -1.396 0.206 -1.269
C 0.278 -1.965 0.275
O 0.949 0.829 -0.892
O -1.645 -0.988 -2.010
Br -0.883 -2.003 1.762
H -0.251 2.164 0.185
H 0.673 0.434 2.267
H 1.294 2.082 2.071
H 2.278 0.887 1.293
H -1.154 1.026 -1.957
H -2.287 0.461 -0.696
H 1.377 -1.728 0.355
H -0.018 -2.544 -0.638
H -0.737 -1.305 -2.202
```

**F_max**: 5.01 eV Å⁻¹
**Energy above the lowest of the compared OMol25 structures with the same formula, charge and spin**: 4.220 eV
**LUMO**: 0.5 eV
**2S+1**: 1
**Total energy**: -79464.0448 eV

---

Record 2
Here is one molecule with the formula C7H8N2O3 in a non-equilibrium geometry from OMol25. Energies are from ωB97M-V/def2-TZVPD.

Geometry as XYZ:
```
20
Properties=species:S:1:pos:R:3
C 0.353 1.724 1.230
C -0.374 0.796 0.574
C -1.413 1.049 -0.431
C -2.146 0.053 -0.969
C -2.029 -1.292 -0.539
C -0.959 -1.688 0.178
C -0.004 -0.669 0.663
O 1.079 -0.858 -0.273
N 2.401 -0.528 0.185
O 2.804 -1.220 1.078
N 2.981 0.281 -0.502
O 2.335 1.007 -1.462
H 0.298 2.787 1.138
H 0.999 1.311 2.010
H -1.861 2.108 -0.499
H -3.045 0.312 -1.592
H -2.728 -2.082 -0.965
H -0.606 -2.621 0.195
H 0.484 -1.062 1.559
H 1.429 0.592 -1.575
```

**SMILES string**: C=C1C=CC=C[C@H]1O/[N+]([O-])=N\O
**F_max**: 4.57 eV Å⁻¹
**Energy above the lowest of the compared OMol25 structures with the same formula, charge and spin**: 8.118 eV
**LUMO**: -0.6 eV
**2S+1**: 1
**Total energy**: -16503.5159 eV

---

Record 3
Here is C43H45BF11InNO3 as an isolated structure in a non-equilibrium geometry from OMol25. Energies are from ωB97M-V/def2-TZVPD.

Geometry as XYZ:
```
105
Properties=species:S:1:pos:R:3
C 6.307 0.357 1.214
O 6.113 -0.941 1.905
C 6.352 -1.956 0.847
C 4.921 -2.550 0.247
C 3.631 -1.699 0.796
In 1.683 -2.449 -0.079
N 2.171 -4.318 -1.092
C 0.247 -3.005 1.578
B -1.029 -1.988 1.778
O -2.393 -2.618 1.879
O -0.970 -0.519 1.916
C 0.856 -1.059 -1.658
F 2.011 -0.709 -2.566
F -0.110 -1.799 -2.542
C 0.270 0.369 -1.108
F 0.985 0.847 0.097
F 0.492 1.409 -2.182
F -1.200 0.253 -0.963
H 5.608 1.159 1.750
H 7.441 0.711 1.309
H 5.941 0.345 0.085
H 7.013 -1.549 -0.045
H 6.952 -2.874 1.297
H 4.970 -2.450 -0.940
H 4.816 -3.692 0.494
H 3.513 -1.721 1.981
H 3.747 -0.559 0.496
H 2.373 -5.072 -0.379
H 2.987 -4.161 -1.724
H -0.204 -4.087 1.381
H 0.818 -3.030 2.625
H -2.260 -3.623 2.014
H -1.891 -0.206 1.604
F -2.351 -3.881 6.876
C -3.365 -3.193 6.333
C -3.327 -2.873 4.980
C -4.384 -2.161 4.413
C -5.463 -1.768 5.208
C -5.489 -2.089 6.566
C -4.437 -2.811 7.131
H -2.476 -3.180 4.380
H -4.367 -1.913 3.355
H -6.285 -1.209 4.766
H -6.328 -1.778 7.184
H -4.446 -3.077 8.182
F 5.473 0.461 -1.743
C 6.217 0.813 -2.800
C 6.831 -0.174 -3.563
C 7.601 0.192 -4.667
C 7.757 1.543 -4.990
C 7.140 2.526 -4.214
C 6.361 2.159 -3.117
H 6.706 -1.217 -3.293
H 8.079 -0.572 -5.275
H 8.362 1.828 -5.848
H 7.267 3.576 -4.465
H 5.868 2.910 -2.509
F -4.035 -4.525 10.947
C -2.742 -4.872 10.973
C -2.031 -4.955 9.781
C -0.683 -5.312 9.808
C -0.063 -5.591 11.028
C -0.785 -5.510 12.219
C -2.131 -5.142 12.192
H -2.532 -4.743 8.842
H -0.117 -5.372 8.882
H 0.988 -5.874 11.049
H -0.301 -5.732 13.167
H -2.705 -5.065 13.110
F -7.885 0.004 0.438
C -6.616 -0.112 0.022
C -5.718 -0.868 0.767
C -4.399 -0.993 0.332
C -3.989 -0.350 -0.839
C -4.897 0.411 -1.577
C -6.219 0.526 -1.148
H -6.052 -1.353 1.678
H -3.691 -1.588 0.903
H -2.959 -0.443 -1.176
H -4.575 0.914 -2.486
H -6.940 1.107 -1.714
F 0.774 7.535 -5.876
C 0.547 6.357 -5.282
C 0.943 5.183 -5.915
C 0.711 3.956 -5.294
C 0.075 3.915 -4.051
C -0.324 5.098 -3.426
C -0.081 6.325 -4.042
H 1.428 5.234 -6.884
H 1.023 3.034 -5.777
H -0.110 2.957 -3.569
H -0.822 5.063 -2.460
H -0.376 7.255 -3.566
F -0.505 4.981 -8.871
C -1.735 5.511 -8.851
C -2.633 5.197 -9.865
C -3.916 5.744 -9.842
C -4.283 6.610 -8.809
C -3.373 6.924 -7.798
C -2.095 6.367 -7.815
H -2.327 4.529 -10.664
H -4.627 5.499 -10.626
H -5.282 7.041 -8.793
H -3.660 7.601 -6.997
H -1.378 6.593 -7.033
```

**Net charge**: -1
**F_max**: 5.28 eV Å⁻¹
**LUMO**: 2.2 eV
**2S+1**: 1
**Total energy**: -88694.0453 eV